1.
# C4H33N2O10

A cluster of 11 separate species, C4H33N2O10 in total (ωB97M-V/def2-TZVPD, the OMol25 dataset).

Bonds (Å) are listed after each position.
Cartesian coordinates (Å):
1 C 3.08284 -0.87330 -1.37774  C2 1.504, H7 1.107, H8 1.072, H9 1.084
2 C 2.09111 -1.56879 -0.48695  C1 1.504, C3 1.517, N6 1.488, H10 1.104
3 C 0.63587 -1.31852 -0.83585  C2 1.517, C4 1.526, H11 1.101, H12 1.104
4 C -0.32653 -2.17283 -0.01584  C3 1.526, N5 1.509, H13 1.183, H14 1.142
5 N 0.21476 -2.79283 1.24837  C4 1.509, H15 1.045, H16 1.062, H17 1.012
6 N 2.42225 -3.01387 -0.35804  C2 1.488, H18 1.012, H19 1.015
7 H 2.80767 0.13142 -1.75213  C1 1.107
8 H 4.05528 -0.79706 -0.93390  C1 1.072
9 H 3.21591 -1.44021 -2.29178  C1 1.084
10 H 2.34419 -1.26009 0.54283  C2 1.104
11 H 0.49705 -0.22916 -0.75195  C3 1.101
12 H 0.35020 -1.59791 -1.86478  C3 1.104
13 H -0.54743 -3.13046 -0.67520  C4 1.183
14 H -1.28658 -1.58398 0.17504  C4 1.142
15 H -0.41015 -3.61179 1.42429  N5 1.045
16 H 1.17311 -3.14362 0.95496  N5 1.062
17 H 0.16642 -2.08509 1.97032  N5 1.012
18 H 2.63615 -3.59122 -1.16160  N6 1.012
19 H 3.29511 -3.08877 0.15383  N6 1.015
20 H 0.69686 3.08219 0.17956  O22 0.963
21 H 1.25602 1.98464 1.21180  O22 0.989
22 O 0.54185 2.21535 0.56843  H20 0.963, H21 0.989
23 H 0.05030 1.68645 -1.35953  O25 0.968
24 H -1.06787 2.30489 -1.93728  O25 1.002
25 O -0.47670 1.52538 -2.15513  H23 0.968, H24 1.002
26 H -1.18430 2.96235 1.80417  O28 0.977
27 H -2.44501 3.69978 2.21499  O28 0.965
28 O -1.70465 3.20979 2.59295  H26 0.977, H27 0.965
29 H 0.57500 -1.44845 4.43434  O31 0.958
30 H -0.08159 -0.35430 3.49941  O31 0.972
31 O 0.57545 -1.06876 3.55505  H29 0.958, H30 0.972
32 H 3.54909 2.56760 1.10820  O34 0.976
33 H 3.71201 2.45023 2.57115  O34 0.963
34 O 3.07982 2.21017 1.88619  H32 0.976, H33 0.963
35 H -2.74371 2.11012 -0.69418  O37 1.043
36 H -3.56644 3.22005 -0.06332  O37 0.966
37 O -2.63247 2.98376 -0.13603  H35 1.043, H36 0.966
38 H -1.62429 0.22353 -2.41949  O40 0.986
39 H -3.02674 -0.04970 -3.16631  O40 0.960
40 O -2.44935 -0.31499 -2.44615  H38 0.986, H39 0.960
41 H -1.48021 1.04813 2.55302  O43 0.972
42 H -2.35966 0.83809 3.68121  O43 0.968
43 O -1.68152 0.34656 3.19526  H41 0.972, H42 0.968
44 H 0.17397 -0.34006 -3.62666  O46 0.962
45 H -0.15841 -1.12976 -4.85094  O46 0.971
46 O 0.53427 -0.55076 -4.49374  H44 0.962, H45 0.971
47 H -3.44722 0.37485 -0.43763  O49 0.968
48 H -4.80068 0.45509 -0.93221  O49 0.972
49 O -4.23102 0.92586 -0.30104  H47 0.968, H48 0.972

- Kohn-Sham gap (eV) = 11.0
- LUMO energy (eV) = -2.476
- ΔE to the lowest compared entry with this formula, charge and spin (kJ/mol) = 181.2
- multiplicity = 1
- total charge = +1

2.
# C4H33NO15S

A cluster of 14 separate species, C4H33NO15S in total (ωB97M-V/def2-TZVPD, the OMol25 dataset).

Bonds (Å) are listed after each position.
Cartesian coordinates (Å):
1 O 2.25332 1.02858 1.42502  C2 1.246
2 C 1.23829 0.36142 1.14530  O1 1.246, N3 1.402, C6 1.465
3 N 0.18488 0.61773 2.03474  C2 1.402, C4 1.518, H9 1.026
4 C -1.11456 -0.14338 1.84463  N3 1.518, O5 1.336, H10 1.103, H11 1.071
5 O -1.16152 -1.33028 2.45705  C4 1.336
6 C 1.06304 -0.57258 0.03033  C2 1.465, C7 1.553, H12 1.111, H13 1.154
7 C 2.17403 -0.56175 -1.05421  C6 1.553, S8 1.815, H14 1.124, H15 1.100
8 S 1.67261 -1.32746 -2.62161  C7 1.815
9 H 0.50641 0.92594 2.95894  N3 1.026
10 H -1.32006 -0.25867 0.76664  C4 1.103
11 H -1.91316 0.51269 2.12384  C4 1.071
12 H 0.96519 -1.59301 0.45991  C6 1.111
13 H 0.09010 -0.15268 -0.42717  C6 1.154
14 H 2.46543 0.52104 -1.13654  C7 1.124
15 H 3.12360 -1.04922 -0.78755  C7 1.100
16 H 3.14632 0.39042 3.99440  O18 0.958
17 H 2.56146 1.34640 3.02374  O18 1.000
18 O 2.81775 1.28991 3.98832  H16 0.958, H17 1.000
19 H 2.52254 -2.45471 1.47018  O21 0.951
20 H 1.37567 -2.16425 2.39351  O21 0.951
21 O 2.27222 -2.48155 2.38731  H19 0.951, H20 0.951
22 H -1.09880 -1.07504 4.13426  O24 1.035
23 H -0.57560 0.12370 4.68462  O24 0.961
24 O -0.87485 -0.70273 5.07421  H22 1.035, H23 0.961
25 H -2.66454 2.66202 -2.57282  O27 0.984
26 H -3.15655 2.34606 -1.27892  O27 1.001
27 O -3.55474 2.62292 -2.15481  H25 0.984, H26 1.001
28 H 5.17117 0.97637 1.52079  O30 0.988
29 H 4.68048 -0.43348 1.43727  O30 0.988
30 O 5.32961 0.10289 1.95434  H28 0.988, H29 0.988
31 H -2.52003 0.32772 -0.16965  O33 0.952
32 H -1.64925 1.14903 -1.32934  O33 0.947
33 O -2.06801 1.10597 -0.48101  H31 0.952, H32 0.947
34 H 0.09628 -0.18707 -5.26335  O36 0.974
35 H 1.20614 0.43212 -4.52283  O36 0.994
36 O 0.49861 0.69507 -5.17013  H34 0.974, H35 0.994
37 H -1.77483 -2.60238 1.63676  O39 1.027
38 H -2.87274 -3.84117 1.60778  O39 0.944
39 O -2.20423 -3.38180 1.12432  H37 1.027, H38 0.944
40 H 0.32012 3.75798 -1.45572  O42 0.977
41 H -1.03743 4.24374 -1.54974  O42 0.968
42 O -0.24305 4.43310 -1.02994  H40 0.977, H41 0.968
43 H 0.26913 3.50373 -3.80125  O45 0.970
44 H 0.46788 2.06360 -4.25519  O45 1.022
45 O 0.13397 2.60719 -3.45733  H43 0.970, H44 1.022
46 H -0.66707 -1.80760 -1.55652  O48 0.979
47 H -1.81612 -2.31743 -0.69405  O48 0.975
48 O -1.64222 -1.77151 -1.48262  H46 0.979, H47 0.975
49 H -0.75425 -2.59836 -3.62803  O51 0.964
50 H 0.09922 -3.20924 -4.76554  O51 0.947
51 O -0.77550 -3.16972 -4.40457  H49 0.964, H50 0.947
52 H -3.34519 1.05445 1.96542  O54 0.951
53 H -3.83623 -0.47051 1.60690  O54 0.973
54 O -4.06495 0.45578 1.79992  H52 0.951, H53 0.973

- Kohn-Sham gap (eV) = 6.6
- LUMO energy (eV) = 4.484
- ΔE to the lowest compared entry with this formula, charge and spin (kJ/mol) = 406.7
- multiplicity = 1
- total charge = -2

3.
# C4H33NO16

A cluster of 14 separate species, C4H33NO16 in total (ωB97M-V/def2-TZVPD, the OMol25 dataset).

Bonds (Å) are listed after each position.
Cartesian coordinates (Å):
1 N 2.40997 -1.19351 -2.90469  C2 1.314, H9 1.033
2 C 1.35434 -0.47684 -2.59208  N1 1.314, C3 1.604, H10 1.136
3 C 0.23561 -1.16526 -1.67086  C2 1.604, C4 1.633, H11 1.160, H12 1.150
4 C -1.03961 -1.64854 -2.56916  C3 1.633, O5 1.436, O6 1.445, H13 1.146
5 O -1.17684 -3.05992 -2.34456  C4 1.436, H14 0.982
6 O -2.16596 -0.86022 -2.12475  C4 1.445, C7 1.422
7 C -3.41411 -1.46083 -2.44849  O6 1.422, O8 1.237, H15 1.152
8 O -3.96760 -2.37259 -1.82296  C7 1.237
9 H 2.29713 -2.11761 -2.45590  N1 1.033
10 H 1.19300 0.59626 -2.92918  C2 1.136
11 H -0.15312 -0.43330 -0.85873  C3 1.160
12 H 0.67948 -2.05167 -1.08847  C3 1.150
13 H -0.72676 -1.44642 -3.65251  C4 1.146
14 H -0.27893 -3.45406 -2.39683  O5 0.982
15 H -3.99565 -1.02443 -3.34173  C7 1.152
16 O -3.29253 0.22428 0.40507  H17 0.966, H18 0.965
17 H -2.83014 -0.20603 -0.32589  O16 0.966
18 H -4.05681 -0.34246 0.56332  O16 0.965
19 O 2.90962 -1.84901 -6.21219  H20 0.967, H21 0.964
20 H 2.62746 -1.72431 -5.29622  O19 0.967
21 H 2.87454 -0.96271 -6.58943  O19 0.964
22 O -2.83965 0.11546 3.81160  H23 0.964, H24 0.968
23 H -3.71089 -0.24709 4.00842  O22 0.964
24 H -2.79002 0.09742 2.84504  O22 0.968
25 O -0.30337 1.63797 -0.63591  H26 0.973, H27 0.965
26 H -0.58897 1.75798 0.28593  O25 0.973
27 H -0.33956 2.52646 -1.00975  O25 0.965
28 O 1.77617 2.82703 -2.50456  H29 0.967, H30 0.965
29 H 2.45517 3.00912 -1.84109  O28 0.967
30 H 1.71924 3.64669 -3.01062  O28 0.965
31 O -1.32562 1.19287 6.28827  H32 0.964, H33 0.968
32 H -0.57214 1.18547 5.68648  O31 0.964
33 H -2.09322 1.21144 5.69947  O31 0.968
34 O -0.24010 1.55713 2.10887  H35 0.966, H36 0.966
35 H -0.59706 0.81133 2.60890  O34 0.966
36 H 0.48832 1.87984 2.65538  O34 0.966
37 O 2.10593 3.06786 2.06633  H38 0.965, H39 0.967
38 H 2.89035 3.60912 2.21920  O37 0.965
39 H 1.85339 3.27192 1.15581  O37 0.967
40 O -1.22124 -1.82253 5.91807  H41 0.964, H42 0.969
41 H -1.37020 -2.43638 6.64654  O40 0.964
42 H -1.37568 -0.95043 6.31004  O40 0.969
43 O 1.78387 -4.68490 -2.78015  H44 0.965, H45 0.965
44 H 1.44936 -5.50789 -2.40285  O43 0.965
45 H 2.70200 -4.88444 -2.99957  O43 0.965
46 O 4.17902 1.62430 -0.75286  H47 0.965, H48 0.964
47 H 3.83821 0.80620 -0.37085  O46 0.965
48 H 5.09366 1.41562 -0.97596  O46 0.964
49 O -1.91670 -2.06478 1.33525  H50 0.964, H51 0.966
50 H -2.78763 -2.42944 1.53057  O49 0.964
51 H -1.86679 -2.08440 0.37091  O49 0.966
52 O 1.03598 5.81751 2.88381  H53 0.968, H54 0.964
53 H 1.17358 4.86985 2.74273  O52 0.968
54 H 1.91151 6.20287 2.76278  O52 0.964

- Kohn-Sham gap (eV) = 10.0
- LUMO energy (eV) = 0.020
- ΔE to the lowest compared entry with this formula, charge and spin (kJ/mol) = 476.7
- multiplicity = 1
- total charge = 0